Record 1
The following is a quantum chemistry calculation of 2 unconnected molecules or ions with the total composition C4H9NO at a distorted geometry, from the Open Molecules 2025 dataset.

Bonds (Å) are listed after each position.
CARTESIAN COORDINATES (ANGSTROEM)
1 C -0.643 0.987 2.047  C2 1.316, H6 1.130, H7 1.085
2 C -0.408 -0.171 1.468  C1 1.316, C3 1.486, H8 1.160
3 C -1.165 -0.684 0.297  C2 1.486, C4 1.364, N5 1.438
4 C -2.309 -1.424 0.375  C3 1.364, H9 1.112, H10 1.119
5 N -0.530 -0.210 -0.903  C3 1.438, H11 0.995, H12 1.045
6 H -0.215 1.463 2.978  C1 1.130
7 H -1.449 1.594 1.645  C1 1.085
8 H 0.422 -0.894 1.835  C2 1.160
9 H -2.729 -1.917 1.279  C4 1.112
10 H -3.014 -1.584 -0.479  C4 1.119
11 H -1.049 -0.459 -1.715  N5 0.995
12 H -0.137 0.751 -0.781  N5 1.045
13 O 4.138 0.955 -2.434  H14 0.968, H15 0.971
14 H 4.672 0.150 -2.387  O13 0.968
15 H 4.415 1.445 -3.225  O13 0.971

Summary:
* structure (SMILES): C=CC(=C)N.O
* HOMO energy: -8.240 eV


Record 2
The following is a quantum chemistry calculation of C4H9NO in the gas phase at a distorted geometry, from the Open Molecules 2025 dataset.

Bonds (Å) are listed after each position.
CARTESIAN COORDINATES (ANGSTROEM)
1 O -1.712 -1.226 -0.147  C2 1.473, H7 0.978
2 C -1.049 -0.383 0.862  O1 1.473, C3 1.566, H8 1.110, H9 1.083
3 C -0.502 1.036 0.489  C2 1.566, N4 1.467, H10 1.090, H11 1.115
4 N 0.531 1.018 -0.554  C3 1.467, C5 1.451, C6 1.483
5 C 1.723 0.253 -0.239  N4 1.451, C6 1.502, H12 1.097, H13 1.090
6 C 0.651 -0.357 -1.097  N4 1.483, C5 1.502, H14 1.105, H15 1.078
7 H -2.237 -0.778 -0.841  O1 0.978
8 H -0.193 -0.977 1.244  C2 1.110
9 H -1.770 -0.285 1.664  C2 1.083
10 H -1.324 1.638 0.102  C3 1.090
11 H -0.143 1.590 1.388  C3 1.115
12 H 2.624 0.643 -0.727  C5 1.097
13 H 1.903 -0.040 0.794  C5 1.090
14 H -0.142 -1.075 -0.822  C6 1.105
15 H 0.879 -0.370 -2.150  C6 1.078

Summary:
* structure (SMILES): OCCN1CC1
* HOMO energy: -8.873 eV


Record 3
The following is a quantum chemistry calculation of C4H9NO in the gas phase at a distorted geometry, from the Open Molecules 2025 dataset.

Bonds (Å) are listed after each position.
CARTESIAN COORDINATES (ANGSTROEM)
1 C 1.395 -0.241 -0.317  C2 1.478, H7 1.059, H8 1.170, H9 1.063
2 C 0.033 -0.175 0.253  C1 1.478, C3 1.517, C4 1.575, N6 1.498
3 C -1.013 -0.086 -0.842  C2 1.517, H10 1.053, H11 1.163, H12 1.163
4 C -0.127 0.776 1.497  C2 1.575, O5 1.546, H13 1.144, H14 1.061
5 O -0.399 -0.496 2.332  C4 1.546, N6 1.452
6 N -0.146 -1.340 1.178  C2 1.498, O5 1.452, H15 1.012
7 H 1.387 -1.004 -1.051  C1 1.059
8 H 2.020 -0.422 0.655  C1 1.170
9 H 1.590 0.724 -0.721  C1 1.063
10 H -1.207 0.780 -1.409  C3 1.053
11 H -2.091 -0.388 -0.528  C3 1.163
12 H -0.706 -0.820 -1.690  C3 1.163
13 H 0.810 1.395 1.718  C4 1.144
14 H -1.055 1.291 1.508  C4 1.061
15 H -0.959 -1.936 1.094  N6 1.012

Summary:
* structure (SMILES): CC1(C)CON1
* HOMO energy: -8.401 eV


Record 4
The following is a quantum chemistry calculation of C4H9NO in the gas phase, from the Open Molecules 2025 dataset.

Bonds (Å) are listed after each position.
CARTESIAN COORDINATES (ANGSTROEM)
1 C 0.372 0.849 -1.591  C2 1.527, H7 1.094, H8 1.096, H9 1.096
2 C -0.724 0.280 -0.693  C1 1.527, N3 1.459, H10 1.094, H11 1.096
3 N -0.210 -0.204 0.584  C2 1.459, C4 1.449, C5 1.359
4 C 0.263 -1.563 0.755  N3 1.449, H12 1.097, H13 1.095, H14 1.097
5 C -0.078 0.710 1.581  N3 1.359, O6 1.217, H15 1.107
6 O -0.395 1.882 1.494  C5 1.217
7 H 0.859 1.690 -1.087  C1 1.094
8 H 1.131 0.096 -1.830  C1 1.096
9 H -0.051 1.219 -2.532  C1 1.096
10 H -1.437 1.075 -0.456  C2 1.094
11 H -1.272 -0.529 -1.189  C2 1.096
12 H -0.553 -2.294 0.693  C4 1.097
13 H 0.716 -1.655 1.748  C4 1.095
14 H 1.028 -1.832 0.017  C4 1.097
15 H 0.349 0.276 2.505  C5 1.107

Summary:
* structure (SMILES): CCN(C)C=O
* HOMO energy: -9.352 eV


Record 5
The following is a quantum chemistry calculation of C4H9NO in the gas phase at a distorted geometry, from the Open Molecules 2025 dataset.

Bonds (Å) are listed after each position.
CARTESIAN COORDINATES (ANGSTROEM)
1 C 1.374 0.230 1.383  C2 1.521, H7 1.066, H8 1.173, H9 1.061
2 C 0.508 0.588 0.185  C1 1.521, O3 1.241, N4 1.406
3 O 0.514 1.779 -0.164  C2 1.241
4 N -0.331 -0.386 -0.384  C2 1.406, C5 1.490, C6 1.438
5 C -0.353 -1.817 0.030  N4 1.490, H10 1.113, H11 1.105, H12 1.146
6 C -1.482 0.057 -1.124  N4 1.438, H13 1.128, H14 1.081, H15 1.139
7 H 0.580 0.298 2.091  C1 1.066
8 H 1.695 -0.888 1.234  C1 1.173
9 H 2.155 0.926 1.560  C1 1.061
10 H -0.825 -2.500 -0.712  C5 1.113
11 H -0.771 -2.063 1.022  C5 1.105
12 H 0.745 -2.141 -0.018  C5 1.146
13 H -2.433 0.049 -0.517  C6 1.128
14 H -1.500 1.070 -1.503  C6 1.081
15 H -1.725 -0.628 -2.001  C6 1.139

Summary:
* structure (SMILES): CC(=O)N(C)C
* HOMO energy: -9.239 eV


Record 6
The following is a quantum chemistry calculation of 2 unconnected molecules or ions with the total composition C4H9NO at a distorted geometry, from the Open Molecules 2025 dataset.

Bonds (Å) are listed after each position.
CARTESIAN COORDINATES (ANGSTROEM)
1 C -0.370 0.721 2.745  C2 1.351, H4 1.093, H5 1.106
2 C -1.545 0.428 2.146  C1 1.351, N3 1.451, H6 1.126
3 N -1.775 0.509 0.716  C2 1.451, H7 0.956, H8 1.063
4 H 0.461 0.646 2.040  C1 1.093
5 H -0.372 0.795 3.849  C1 1.106
6 H -2.439 -0.086 2.599  C2 1.126
7 H -0.982 0.951 0.418  N3 0.956
8 H -2.682 1.006 0.471  N3 1.063
9 C 0.807 0.378 -2.410  C10 1.393, H12 1.059, H13 1.002
10 C 1.714 -0.644 -2.136  C9 1.393, O11 1.419, H14 1.145
11 O 1.368 -1.412 -0.994  C10 1.419, H15 0.977
12 H 0.921 1.420 -2.558  C9 1.059
13 H -0.131 0.026 -2.427  C9 1.002
14 H 2.672 -0.955 -2.680  C10 1.145
15 H 0.404 -1.362 -0.844  O11 0.977

Summary:
* charge: +1
* 2S+1: 2
* HOMO energy (spin up / spin down): -12.594 / -11.637 eV
* expectation value of S²: 0.762


E for every record listed, in sequence, given in eV: -7829.666 -7828.988 -7828.016 -7831.657 -7830.900 -7818.911.
Energy relative to the best compared isomer or geometry (same formula, charge and spin) for every record listed, in sequence, given in eV: 2.654 3.332 4.304 0.663 1.420 4.384.